Density functional theory data (ωB97M-V/def2-TZVPD) for a cluster of 6 separate species, C52H44ClFN6O13 in total.

Last column: Löwdin charge in e.
CARTESIAN COORDINATES (ANGSTROEM)
1 C 5.84 0.20 5.01  0.0099
2 C 5.17 -0.65 4.19  -0.1271
3 N 4.43 -0.29 3.04  0.0786
4 C 4.08 1.08 2.79  -0.3133
5 O 4.80 2.03 2.89  0.1500
6 C 2.66 1.03 2.31  -0.0170
7 C 1.83 2.06 1.92  -0.0560
8 C 2.29 3.50 1.88  -0.0539
9 C 2.72 3.73 0.44  -0.3265
10 C 3.98 4.73 0.23  0.0169
11 O 3.87 3.14 0.13  -0.0883
12 C 0.53 1.73 1.55  -0.1448
13 F -0.27 2.74 1.19  0.0936
14 C 0.04 0.42 1.51  -0.0523
15 C -1.40 0.21 1.10  -0.1519
16 C -2.18 -0.29 2.33  -0.6860
17 C -2.33 0.78 3.41  -0.1067
18 Cl -3.80 -0.87 1.79  0.6017
19 C 0.92 -0.62 1.88  -0.0367
20 C 0.48 -2.04 1.82  -0.1843
21 C 0.51 -2.89 2.92  -0.0321
22 C 0.08 -4.20 2.78  -0.0663
23 C -0.35 -4.69 1.56  -0.0713
24 C -0.35 -3.86 0.45  -0.0598
25 C 0.05 -2.54 0.59  -0.0347
26 C 2.20 -0.28 2.29  -0.0312
27 C 3.33 -1.15 2.71  -0.3465
28 O 3.39 -2.35 2.75  0.1507
29 H 6.90 0.10 5.19  0.0520
30 H 5.34 1.00 5.55  0.0571
31 H 5.15 -1.72 4.39  0.1137
32 H 1.50 4.22 2.09  0.1235
33 H 3.18 3.62 2.49  0.1157
34 H 1.93 3.82 -0.30  0.1475
35 H 5.06 4.66 0.37  0.1163
36 H 3.84 5.05 1.30  0.0574
37 H -1.83 1.17 0.85  0.1175
38 H -1.50 -0.50 0.29  0.0786
39 H -1.68 -1.16 2.75  0.0825
40 H -2.09 1.78 3.07  0.0797
41 H -3.35 0.77 3.78  0.0470
42 H -1.70 0.53 4.26  0.0680
43 H 0.86 -2.51 3.87  0.1241
44 H 0.10 -4.84 3.65  0.1067
45 H -0.69 -5.71 1.44  0.1030
46 H -0.66 -4.19 -0.54  0.0890
47 H 0.04 -1.89 -0.27  0.1077
48 C 2.88 10.49 -1.76  -0.0705
49 C 3.04 10.95 -0.46  -0.0660
50 C 2.76 10.11 0.61  -0.0035
51 C 2.33 8.82 0.34  -0.1452
52 C 2.16 8.35 -0.94  0.0007
53 C 2.44 9.20 -2.00  -0.0622
54 N 2.05 7.92 1.47  -0.3410
55 O 2.19 8.36 2.60  0.0855
56 O 1.70 6.79 1.21  0.0640
57 H 3.11 11.15 -2.60  0.1069
58 H 3.38 11.96 -0.28  0.1077
59 H 2.88 10.46 1.62  0.1192
60 H 1.82 7.34 -1.12  0.1182
61 H 2.32 8.84 -3.02  0.1089
62 C -7.61 -0.85 7.52  -0.0709
63 C -6.91 0.27 7.09  -0.0643
64 C -5.57 0.16 6.76  -0.0015
65 C -4.96 -1.08 6.87  -0.1437
66 C -5.64 -2.20 7.30  -0.0019
67 C -6.98 -2.08 7.63  -0.0646
68 N -3.54 -1.21 6.50  -0.3367
69 O -2.96 -0.20 6.13  0.0559
70 O -3.03 -2.31 6.57  0.0848
71 H -8.66 -0.76 7.78  0.1069
72 H -7.40 1.23 7.01  0.1082
73 H -5.01 1.02 6.42  0.1193
74 H -5.14 -3.15 7.38  0.1196
75 H -7.53 -2.94 7.97  0.1081
76 C -5.31 -5.07 -3.65  -0.0599
77 C -5.70 -3.85 -3.12  -0.0630
78 C -4.75 -2.95 -2.66  -0.0037
79 C -3.42 -3.31 -2.74  -0.1476
80 C -3.01 -4.53 -3.25  -0.0021
81 C -3.97 -5.42 -3.71  -0.0845
82 N -2.40 -2.35 -2.27  -0.3317
83 O -2.78 -1.30 -1.81  0.0704
84 O -1.23 -2.67 -2.38  0.0555
85 H -6.06 -5.77 -4.01  0.1103
86 H -6.75 -3.59 -3.07  0.1073
87 H -5.05 -2.00 -2.25  0.1191
88 H -1.96 -4.78 -3.30  0.1217
89 H -3.67 -6.37 -4.11  0.0988
90 C -1.31 -2.37 -9.33  -0.0674
91 C -0.95 -3.61 -9.83  -0.0626
92 C -1.33 -4.77 -9.16  -0.0016
93 C -2.07 -4.65 -8.00  -0.1441
94 C -2.43 -3.41 -7.49  0.0003
95 C -2.05 -2.27 -8.16  -0.0614
96 N -2.49 -5.86 -7.29  -0.3332
97 O -2.15 -6.93 -7.74  0.0920
98 O -3.17 -5.72 -6.29  0.0529
99 H -1.01 -1.47 -9.86  0.1080
100 H -0.37 -3.69 -10.74  0.1090
101 H -1.05 -5.74 -9.54  0.1200
102 H -3.01 -3.35 -6.58  0.1168
103 H -2.32 -1.30 -7.78  0.1091
104 C 3.97 -0.77 -0.81  -0.0452
105 C 4.74 0.26 -1.33  -0.0444
106 C 5.22 0.18 -2.62  0.0043
107 C 4.92 -0.94 -3.38  -0.1488
108 C 4.16 -1.98 -2.88  -0.0029
109 C 3.69 -1.89 -1.58  -0.0500
110 N 5.41 -1.02 -4.77  -0.3556
111 O 6.09 -0.10 -5.18  0.0740
112 O 5.10 -1.99 -5.42  0.0717
113 H 3.59 -0.71 0.20  0.0827
114 H 4.96 1.13 -0.72  0.0956
115 H 5.82 0.98 -3.04  0.1200
116 H 3.94 -2.84 -3.49  0.1180
117 H 3.09 -2.70 -1.17  0.1085

F_max in eV/A: 2.6
HOMO energy in eV: -7.7915
Molar mass in g mol⁻¹: 1015.40
HOMO-LUMO gap in eV: 7.107
SMILES: C=CN1C(=O)c2c(C[C@H]3CO3)c(F)c(C[C@@H](C)Cl)c(-c3ccccc3)c2C1=O.O=[N+]([O-])c1ccccc1.O=[N+]([O-])c1ccccc1.O=[N+]([O-])c1ccccc1.O=[N+]([O-])c1ccccc1.O=[N+]([O-])c1ccccc1

=====

Density functional theory data (ωB97M-V/def2-TZVPD) for a structure of composition C52H44F3N7O3P2RuS.

Last column: Löwdin charge in e.
CARTESIAN COORDINATES (ANGSTROEM)
1 Ru -0.92 -1.80 4.68  1.0577
2 O -0.44 0.66 -5.43  -0.3504
3 P 0.58 0.18 -6.42  0.7323
4 C 1.44 1.64 -7.08  -0.2989
5 P 2.81 2.36 -6.13  0.6788
6 O 3.84 1.41 -5.63  -0.3131
7 C 2.04 3.34 -4.85  -0.2687
8 C 0.71 3.81 -4.87  -0.0706
9 C 0.18 4.65 -3.85  -0.0822
10 C 0.96 4.96 -2.79  -0.1150
11 C 2.22 4.42 -2.70  -0.0793
12 C 2.83 3.73 -3.76  -0.0511
13 C 3.27 3.60 -7.34  -0.3003
14 C 2.27 4.50 -7.86  -0.0410
15 C 2.72 5.38 -8.90  -0.0684
16 C 4.04 5.39 -9.35  -0.0900
17 C 4.95 4.44 -8.89  -0.0679
18 C 4.57 3.64 -7.79  -0.0896
19 C 1.75 -1.10 -5.68  -0.2552
20 C 2.94 -1.58 -6.24  -0.1088
21 C 3.54 -2.74 -5.67  -0.0699
22 C 3.06 -3.42 -4.54  -0.0722
23 C 1.92 -2.85 -3.97  -0.1014
24 C 1.24 -1.76 -4.54  -0.0726
25 C -0.04 -0.74 -7.87  -0.2789
26 C -1.38 -0.86 -8.12  -0.0996
27 C -1.87 -1.22 -9.36  -0.0728
28 C -0.98 -1.65 -10.37  -0.0551
29 C 0.41 -1.77 -10.03  -0.0871
30 C 0.86 -1.32 -8.82  -0.0779
31 H 0.63 2.32 -7.11  0.0309
32 H 1.84 1.40 -8.10  0.1089
33 H 0.06 3.53 -5.70  0.0866
34 H -0.81 5.10 -4.09  0.1220
35 H 0.64 5.77 -2.13  0.1147
36 H 2.76 4.69 -1.81  0.0953
37 H 3.87 3.45 -3.81  0.1071
38 H 1.27 4.55 -7.40  0.0967
39 H 1.94 6.08 -9.27  0.1119
40 H 4.35 6.05 -10.11  0.0872
41 H 5.93 4.25 -9.40  0.1230
42 H 5.34 3.06 -7.23  0.1204
43 H 3.44 -1.02 -7.06  0.1101
44 H 4.42 -3.05 -6.29  0.1145
45 H 3.52 -4.22 -4.04  0.0807
46 H 1.55 -3.38 -3.12  0.0791
47 H 0.37 -1.26 -4.03  0.1078
48 H -2.04 -0.69 -7.24  0.1204
49 H -2.89 -0.95 -9.54  0.0942
50 H -1.32 -1.86 -11.40  0.1099
51 H 0.92 -2.48 -10.69  0.1065
52 H 1.95 -1.32 -8.56  0.0998
53 S -1.42 -2.82 6.49  0.6980
54 C -1.18 -1.49 7.62  -0.7188
55 N -1.38 -1.83 8.87  0.0151
56 N -0.92 -0.89 9.71  0.0928
57 C -0.97 -1.14 11.07  -0.2275
58 C -1.55 -2.38 11.46  0.0107
59 C -1.80 -2.66 12.81  -0.0647
60 C -1.58 -1.70 13.80  -0.0533
61 C -0.91 -0.52 13.38  -0.0528
62 C -0.53 -0.30 12.04  -0.0235
63 N -0.50 -0.42 7.23  0.0077
64 N -0.37 -0.40 5.94  -0.2087
65 C 0.33 0.67 5.44  -0.2725
66 C 0.08 1.09 4.11  -0.0411
67 C 0.54 2.34 3.63  -0.0871
68 C 1.49 3.06 4.37  -0.0616
69 C 1.86 2.59 5.71  -0.0402
70 C 1.25 1.43 6.18  -0.0371
71 H -0.75 0.05 9.38  0.1489
72 H -1.90 -3.13 10.75  0.1103
73 H -2.11 -3.66 13.14  0.1164
74 H -1.76 -1.87 14.87  0.1175
75 H -0.72 0.28 14.14  0.1269
76 H -0.07 0.61 11.76  0.1086
77 H -0.66 0.58 3.53  0.0676
78 H 0.10 2.81 2.64  0.1493
79 H 1.79 4.03 3.93  0.1107
80 H 2.51 3.12 6.40  0.1016
81 H 1.35 1.19 7.24  0.1073
82 C 3.97 -3.96 4.17  0.0273
83 N 2.65 -3.75 3.50  -0.0267
84 C 2.51 -3.84 2.10  0.0336
85 C 1.38 -3.43 1.42  0.0286
86 C 0.45 -2.66 2.14  -0.3562
87 N 0.62 -2.50 3.51  -0.0030
88 C 1.65 -3.12 4.21  -0.4844
89 O 1.76 -2.95 5.45  -0.0164
90 N -0.60 -2.05 1.68  0.1801
91 H 3.84 -3.60 5.18  0.0780
92 H 4.70 -3.30 3.65  0.1146
93 H 4.26 -4.99 4.25  0.0888
94 H 3.27 -4.44 1.68  0.1212
95 H 1.19 -3.61 0.39  0.1072
96 H -0.62 -1.87 0.70  0.1308
97 H -1.42 -1.89 2.25  0.0130
98 F -9.78 -1.03 0.89  0.1166
99 C -9.01 -0.13 1.62  -0.4655
100 F -8.78 0.98 0.86  0.1009
101 F -9.77 0.35 2.72  0.0824
102 C -7.66 -0.62 2.05  -0.0759
103 C -7.21 -1.96 2.37  -0.0116
104 C -5.95 -2.25 2.76  -0.0255
105 C -4.98 -1.21 2.93  -0.2414
106 C -5.44 0.17 2.72  0.0230
107 C -6.69 0.39 2.20  -0.0251
108 C -3.74 -1.41 3.35  -0.1042
109 C -2.57 -1.63 3.75  -0.2198
110 H -7.98 -2.80 2.26  0.1522
111 H -5.68 -3.25 3.10  0.1298
112 H -4.90 1.06 3.04  0.1253
113 H -6.94 1.38 1.73  0.1433

F_max in eV/A: 6.9
Total charge: +1
HOMO energy (spin up / spin down) in eV: -9.6334 / -10.4626
Molar mass in g mol⁻¹: 1067.05
2S+1: 6
HOMO-LUMO gap (spin up / spin down) in eV: 6.507 / 4.896

=====

Density functional theory data (ωB97M-V/def2-TZVPD) for a structure of composition C52H44MoN10O7S.

Last column: Löwdin charge in e.
CARTESIAN COORDINATES (ANGSTROEM)
1 Mo -0.20 -0.25 -0.23  1.7042
2 O -2.90 6.02 1.09  -0.0157
3 C -3.04 5.13 1.94  -0.6765
4 O -3.59 5.06 3.04  -0.0118
5 C -2.33 3.77 1.52  -0.0462
6 C -1.63 3.67 0.34  0.0721
7 C -0.94 2.50 0.06  -0.1935
8 N -0.99 1.40 0.86  0.0062
9 C -1.64 1.53 2.05  -0.1439
10 C -2.29 2.70 2.39  0.0656
11 C -1.65 0.40 3.01  -0.1954
12 C -2.22 0.54 4.28  0.0167
13 C -2.26 -0.54 5.13  -0.0295
14 C -1.73 -1.76 4.70  -0.0321
15 C -1.17 -1.80 3.44  -0.1395
16 N -1.11 -0.75 2.62  0.0670
17 C 0.07 2.46 -0.99  -0.1971
18 C 0.36 3.51 -1.86  0.0229
19 C 1.52 3.48 -2.61  -0.0196
20 C 2.40 2.42 -2.42  -0.0266
21 C 2.03 1.37 -1.61  -0.0804
22 N 0.85 1.36 -0.96  -0.0509
23 H -1.61 4.53 -0.32  0.1214
24 H -2.81 2.84 3.33  0.1124
25 H -2.63 1.48 4.61  0.1133
26 H -2.68 -0.45 6.12  0.1194
27 H -1.76 -2.64 5.32  0.1138
28 H -0.75 -2.73 3.07  0.1052
29 H -0.33 4.34 -1.94  0.1231
30 H 1.74 4.28 -3.30  0.1204
31 H 3.36 2.39 -2.93  0.1173
32 H 2.67 0.52 -1.44  0.0946
33 N -1.39 0.03 -1.55  -0.0760
34 C -2.16 0.25 -2.55  -0.2212
35 C -1.70 0.02 -3.95  -0.1576
36 C -2.60 -0.39 -4.92  -0.0108
37 C -2.17 -0.68 -6.21  -0.0614
38 C -0.83 -0.53 -6.54  -0.0766
39 C 0.08 -0.12 -5.57  -0.0784
40 C -0.35 0.14 -4.29  -0.0315
41 C -3.55 0.68 -2.32  -0.1859
42 C -4.33 0.04 -1.35  -0.0029
43 C -5.64 0.41 -1.17  -0.0382
44 C -6.18 1.45 -1.91  -0.0553
45 C -5.41 2.11 -2.85  -0.0640
46 C -4.10 1.72 -3.08  -0.0381
47 H -3.65 -0.51 -4.67  0.1268
48 H -2.87 -1.03 -6.95  0.1112
49 H -0.49 -0.74 -7.55  0.1061
50 H 1.13 0.00 -5.82  0.1020
51 H 0.36 0.45 -3.54  0.0831
52 H -3.90 -0.78 -0.79  0.0765
53 H -6.26 -0.12 -0.45  0.1142
54 H -7.21 1.76 -1.76  0.1112
55 H -5.82 2.93 -3.42  0.1082
56 H -3.49 2.22 -3.82  0.1200
57 C 7.89 -2.04 -3.74  -0.0503
58 C 6.51 -2.04 -3.13  -0.2328
59 C 5.44 -1.57 -3.88  -0.0624
60 C 4.17 -1.56 -3.35  -0.0858
61 C 3.94 -2.06 -2.08  -0.0499
62 C 4.99 -2.56 -1.32  -0.1837
63 N 4.81 -3.24 -0.11  0.1127
64 C 3.79 -3.46 0.81  -0.1645
65 C 3.85 -4.71 1.46  -0.0299
66 C 3.02 -5.05 2.50  -0.0801
67 C 2.10 -4.12 2.98  -0.0806
68 C 2.01 -2.90 2.35  -0.0345
69 C 2.81 -2.55 1.26  -0.0716
70 C 2.60 -1.18 0.70  -0.5494
71 O 3.49 -0.59 0.12  0.0678
72 O 1.40 -0.66 0.88  -0.2650
73 C 6.30 -2.51 -1.83  -0.1610
74 C 7.45 -2.96 -0.97  -0.0363
75 H 7.84 -1.78 -4.79  0.0744
76 H 8.36 -3.02 -3.65  0.0840
77 H 8.54 -1.31 -3.24  0.0865
78 H 5.61 -1.21 -4.89  0.1045
79 H 3.34 -1.17 -3.93  0.0938
80 H 2.94 -2.07 -1.68  0.0596
81 H 5.57 -3.88 0.06  0.1069
82 H 4.59 -5.42 1.12  0.1125
83 H 3.10 -6.02 2.96  0.1069
84 H 1.47 -4.35 3.84  0.1026
85 H 1.34 -2.14 2.72  0.0882
86 H 7.31 -2.63 0.06  0.0889
87 H 8.39 -2.55 -1.32  0.0704
88 H 7.56 -4.05 -0.98  0.0931
89 N -1.72 -2.32 0.23  0.0540
90 C -3.04 -2.80 -0.05  -0.3346
91 C -3.24 -3.65 -1.14  -0.0358
92 C -4.49 -4.21 -1.35  -0.0466
93 C -5.53 -3.91 -0.49  -0.2474
94 C -5.35 -3.04 0.57  -0.0457
95 C -4.10 -2.47 0.78  -0.0582
96 S -7.06 -4.88 -0.62  0.3962
97 O -8.07 -4.06 0.00  -0.3601
98 O -6.68 -6.07 0.13  -0.3560
99 O -7.22 -5.09 -2.05  -0.3639
100 H -1.05 -3.06 0.12  0.0696
101 H -1.70 -1.99 1.18  0.0158
102 H -2.40 -3.87 -1.80  0.0984
103 H -4.68 -4.89 -2.17  0.1147
104 H -6.19 -2.84 1.23  0.1180
105 H -3.94 -1.79 1.61  0.1129
106 N 0.89 -4.86 -3.56  0.2146
107 C 1.05 -5.16 -2.27  -0.4643
108 N 1.28 -6.43 -1.92  0.2007
109 N 0.98 -4.28 -1.30  0.1718
110 C 0.76 -3.02 -1.35  -0.3005
111 N 0.53 -1.89 -1.23  0.0418
112 H 0.98 -5.55 -4.28  0.1231
113 H 0.78 -3.90 -3.84  0.1193
114 H 1.19 -7.18 -2.58  0.1224
115 H 1.31 -6.64 -0.93  0.1260

F_max in eV/A: 2.2
HOMO energy (spin up / spin down) in eV: -7.3943 / -7.3943
Molar mass in g mol⁻¹: 1048.99
2S+1: 3
HOMO-LUMO gap (spin up / spin down) in eV: 5.729 / 4.912

=====

Density functional theory data (ωB97M-V/def2-TZVPD) for a structure of composition C52H44N7O2P2Pb.

Last column: Löwdin charge in e.
CARTESIAN COORDINATES (ANGSTROEM)
1 Pb 0.91 0.23 -0.20  1.3792
2 O 2.97 -2.50 3.96  0.1243
3 C 2.26 -1.61 3.57  -0.2444
4 N 0.63 -2.12 1.62  -0.0175
5 C 0.39 -2.87 0.44  -0.2770
6 C -0.96 -3.34 0.00  -0.0170
7 C -0.91 -4.50 -0.68  -0.0825
8 C 0.38 -5.07 -1.03  -0.0905
9 C 1.49 -4.32 -1.06  -0.0125
10 C 1.33 -2.84 -0.78  -0.3344
11 N 2.40 -1.97 -0.44  0.0225
12 C 3.45 -1.87 -1.23  -0.5170
13 O 3.99 -2.71 -1.96  0.0023
14 C 4.04 -0.47 -1.21  -0.1642
15 C 5.28 -0.27 -1.82  -0.0023
16 C 5.76 1.01 -2.02  -0.0632
17 C 4.97 2.07 -1.61  -0.0609
18 C 3.75 1.81 -1.01  -0.1267
19 N 3.30 0.57 -0.82  0.0292
20 C 1.61 -0.43 4.15  -0.1434
21 C 1.73 0.34 5.25  -0.0075
22 C 1.02 1.54 5.56  -0.1044
23 C 0.32 2.42 4.80  -0.1082
24 C 0.01 2.53 3.34  -0.4102
25 N 0.78 -0.24 3.02  -0.0480
26 H -1.88 -2.89 0.34  0.1217
27 H -1.81 -5.02 -0.98  0.1010
28 H 0.41 -6.12 -1.28  0.0976
29 H 2.46 -4.69 -1.31  0.1155
30 H 5.82 -1.14 -2.15  0.1115
31 H 6.71 1.18 -2.50  0.1020
32 H 5.29 3.10 -1.76  0.0984
33 H 3.10 2.61 -0.68  0.0995
34 H 2.43 -0.01 6.00  0.1116
35 H 1.09 1.81 6.61  0.0964
36 H -0.10 3.25 5.37  0.1068
37 H -0.55 3.48 3.22  0.0972
38 C 1.23 2.68 2.39  -0.1521
39 P -1.35 1.31 2.83  1.1380
40 C -0.61 -0.35 3.10  -0.4037
41 C -1.39 -1.46 3.10  -0.0837
42 C -1.22 -2.90 3.29  -0.0697
43 C -0.42 -3.84 2.76  -0.0285
44 C 0.66 -3.52 1.81  -0.1576
45 C 1.54 -1.26 2.24  -0.2808
46 C -2.32 1.57 4.37  -0.3887
47 C -2.34 0.69 5.45  -0.0969
48 C -3.10 0.97 6.57  -0.0897
49 C -3.84 2.14 6.64  -0.1057
50 C -3.83 3.02 5.57  -0.0985
51 C -3.08 2.73 4.45  -0.1200
52 C 0.86 3.30 1.08  -0.3742
53 C 0.56 4.62 0.80  -0.0855
54 C 0.18 4.68 -0.55  -0.0821
55 C 0.29 3.39 -1.04  -0.4356
56 C -0.06 2.82 -2.37  -0.2440
57 P -0.98 1.21 -2.04  1.0228
58 C -2.68 1.83 -2.36  -0.3671
59 C -3.45 2.20 -1.26  -0.0879
60 C -4.72 2.72 -1.45  -0.0917
61 C -5.23 2.87 -2.73  -0.1035
62 C -4.47 2.50 -3.82  -0.0944
63 C -3.19 1.99 -3.64  -0.1007
64 C -0.66 -0.01 -3.39  -0.2772
65 C -1.63 -0.96 -3.43  -0.1531
66 C -1.65 -2.31 -3.96  -0.1258
67 C -0.65 -3.20 -3.97  -0.0613
68 C 1.68 -2.37 -4.41  -0.1619
69 C 1.70 -0.89 -4.51  -0.1635
70 N 0.72 2.56 -0.05  -0.1337
71 H 1.71 1.72 2.22  0.0732
72 H 1.94 3.32 2.92  0.1187
73 H -2.45 -1.19 3.12  0.1026
74 H -1.99 -3.28 3.96  0.0959
75 H -0.54 -4.88 3.06  0.1033
76 H 1.60 -4.05 1.94  0.1576
77 H 2.29 -0.78 1.59  0.0881
78 H -1.75 -0.22 5.42  0.0953
79 H -3.10 0.28 7.41  0.0984
80 H -4.42 2.36 7.53  0.0941
81 H -4.40 3.94 5.63  0.0966
82 H -3.08 3.42 3.61  0.0995
83 H 0.60 5.45 1.49  0.0847
84 H -0.12 5.55 -1.10  0.0826
85 H 0.83 2.61 -2.97  0.0689
86 H -0.70 3.50 -2.94  0.0862
87 H -3.04 2.09 -0.27  0.0868
88 H -5.32 3.01 -0.60  0.0983
89 H -6.23 3.27 -2.88  0.0949
90 H -4.86 2.62 -4.82  0.0970
91 H -2.59 1.71 -4.49  0.1050
92 H -2.60 -0.65 -3.04  0.0927
93 H -2.63 -2.64 -4.31  0.1028
94 H -0.86 -4.20 -4.34  0.1097
95 H 2.63 -2.89 -4.47  0.1347
96 H 2.66 -0.38 -4.62  0.1378
97 C 0.10 -1.59 -6.35  -0.0977
98 N 1.35 -1.69 -5.64  -0.0609
99 C 0.71 -2.98 -3.40  -0.1622
100 C 0.61 -2.15 -2.07  -0.2274
101 N 1.09 -0.81 -2.20  -0.1795
102 C 0.85 -0.18 -3.47  -0.3372
103 H -0.27 -2.58 -6.61  0.0799
104 H 0.31 -1.05 -7.28  0.0741
105 H -0.68 -1.05 -5.81  0.0596
106 H 1.12 -3.96 -3.16  0.1158
107 H -0.47 -2.13 -1.83  0.1060
108 H 1.27 0.82 -3.40  0.0971

F_max in eV/A: 1.8
Total charge: -1
HOMO energy in eV: -4.3765
Molar mass in g mol⁻¹: 1068.12
HOMO-LUMO gap in eV: 6.327

=====

no.,electronic energy (Eh)
1,-3873.990284
2,-4091.868095
3,-3548.662327
4,-3416.975557